2 unconnected molecules or ions with the total composition C11H15N at a distorted geometry, computed with ωB97M-V/def2-TZVPD.

Last column: Mulliken charge in e.
Positions of all 27 atoms, in Å:
C: -2.639 1.210 -1.198  -1.38
C: -1.870 0.188 -0.482  0.71
C: -2.197 -0.121 0.846  -0.70
N: -1.253 -0.963 1.560  -0.34
C: -0.452 -1.377 0.450  0.03
C: 0.695 -2.115 0.528  -0.49
C: 1.486 -2.292 -0.574  -0.26
C: 1.366 -1.596 -1.733  -0.69
C: 0.285 -0.708 -1.790  -0.20
C: -0.607 -0.557 -0.699  0.38
H: -2.425 1.178 -2.300  0.35
H: -2.410 2.221 -0.855  0.27
H: -3.678 1.042 -1.143  0.41
H: -3.016 0.445 1.225  0.43
H: -1.641 -1.711 2.209  0.32
H: 1.007 -2.625 1.488  0.27
H: 2.378 -2.970 -0.542  0.29
H: 2.210 -1.349 -2.327  0.33
H: 0.262 -0.108 -2.726  0.28
C: 2.720 3.107 1.735  -0.94
C: 1.681 2.964 0.676  -0.54
H: 3.358 2.180 1.873  0.26
H: 3.534 3.762 1.602  0.34
H: 2.211 3.491 2.678  0.25
H: 1.983 2.359 -0.236  0.22
H: 1.504 4.090 0.505  0.25
H: 0.691 2.521 1.067  0.15

Output
electronic energy: -13138.4525 eV
largest force on an atom: 4.41 eV/Å
relative energy (zero: lowest compared OMol25 entry of this formula, charge and spin): 2.339 eV
SMILES: Cc1c[nH]c2ccccc12.CC